{
  "formula": "C27H48CuF3N6O3SSi4",
  "method": "wB97M-V/def2-TZVPD",
  "species": ["Cu", "S", "Si", "Si", "Si", "Si", "F", "F", "F", "O", "O", "O", "N", "N", "N", "N", "N", "N", "C", "C", "C", "C", "C", "C", "C", "C", "C", "C", "C", "C", "C", "C", "C", "C", "C", "C", "C", "C", "C", "C", "C", "C", "C", "C", "C", "H", "H", "H", "H", "H", "H", "H", "H", "H", "H", "H", "H", "H", "H", "H", "H", "H", "H", "H", "H", "H", "H", "H", "H", "H", "H", "H", "H", "H", "H", "H", "H", "H", "H", "H", "H", "H", "H", "H", "H", "H", "H", "H", "H", "H", "H", "H", "H"],
  "xyz": [[0.56014, -1.71211, -0.99112], [0.77551, -4.28039, -1.07942], [-2.73523, 0.67146, 0.14664], [-1.52905, -1.38700, 0.12029], [-1.79779, -1.84717, 2.44167], [-3.35147, -2.70303, -0.70387], [3.01260, -5.68066, -1.10567], [3.41251, -3.68402, -1.78058], [2.34786, -5.04429, -3.07830], [0.34176, -5.65138, -0.93333], [1.04666, -3.59416, 0.16374], [0.06770, -3.53817, -2.10047], [0.97147, 1.28066, -1.03900], [2.00335, -1.26542, -2.42219], [1.29090, 3.23751, -1.88125], [2.70437, -1.13723, 0.22625], [0.11369, 1.49678, -2.04634], [0.27786, 2.65911, -2.55835], [2.48431, -4.63978, -1.79926], [3.22370, -0.78633, -2.03673], [-3.44222, -1.78724, 3.44714], [-3.36690, -2.50095, -2.60375], [1.09330, 5.33590, 0.28185], [-4.43090, 0.89732, 1.03513], [-5.21170, -2.47448, -0.23493], [4.77302, 0.46945, 2.51491], [-0.69987, -0.66075, 3.48120], [-3.13733, -4.57079, -0.40132], [-3.17140, 1.29579, -1.61171], [1.64821, 4.61653, -2.08486], [0.84682, 5.59547, -1.20372], [3.46730, 0.16163, 2.14695], [2.84607, 2.45354, 2.59172], [-1.71534, 2.10397, 0.92635], [-0.64563, 5.54368, -1.52822], [4.15733, 2.75415, 2.94503], [3.56783, -0.79922, -0.65035], [-1.12871, -3.58991, 2.84070], [3.15758, -0.65133, -4.26639], [3.97302, -0.40347, -3.15814], [5.12008, 1.75709, 2.90838], [1.70052, 2.35671, -0.94682], [1.96361, -1.18217, -3.75627], [2.50482, 1.17096, 2.19358], [3.08634, -1.20277, 1.62677], [-1.15081, 0.33486, 3.53874], [0.27884, -0.54733, 3.00526], [-1.03469, 4.53218, -1.41429], [-3.35266, -4.83695, 0.63853], [6.14433, 1.97704, 3.18724], [5.52932, -0.30719, 2.49617], [-4.11124, 0.85169, -1.95494], [4.60470, -0.53337, -0.38703], [-2.38935, 0.99785, -2.31095], [-5.37075, -2.66814, 0.83079], [-1.87546, -4.35717, 2.61542], [-3.26970, 2.38499, -1.66986], [-0.67020, 2.01857, 0.61094], [-1.72927, 2.04458, 2.01888], [2.22226, -1.58675, 2.17364], [-4.11106, -3.12953, -3.10290], [-3.54687, -1.46125, -2.89422], [2.71421, 4.72329, -1.87740], [-0.53622, -1.01487, 4.50352], [-3.78866, -5.17247, -1.04265], [-0.26380, -3.79295, 2.20427], [-3.85404, -0.77380, 3.45681], [1.48823, 0.93530, 1.89589], [-2.37782, -2.78046, -2.97665], [-5.16194, 0.18934, 0.63443], [-2.11255, -4.87086, -0.60521], [-1.20090, 6.20181, -0.85730], [-4.83168, 1.90747, 0.90575], [-0.82229, -3.71253, 3.88443], [3.40676, -0.49346, -5.30708], [-5.55783, -1.45612, -0.43644], [4.42687, 3.75912, 3.24895], [3.91432, -1.90693, 1.78190], [1.22507, 6.59499, -1.44725], [-4.20066, -2.44016, 3.00401], [1.46823, 4.84396, -3.13598], [4.97508, 0.00607, -3.15917], [0.59227, 6.09333, 0.88647], [1.09051, -1.50760, -4.30493], [2.51771, 2.52437, -0.26482], [0.69802, 4.36146, 0.57517], [-3.29299, -2.09816, 4.48492], [-4.35014, 0.70250, 2.10852], [-5.84539, -3.16203, -0.80159], [2.16188, 5.36201, 0.51240], [2.08622, 3.22659, 2.63136], [-0.83134, 5.85842, -2.55714], [-2.08118, 3.09479, 0.63744]],
  "forces_ev_per_a": [[-0.2, 1.6, 0.4], [0.8, -2.2, -0.4], [-0.3, 0.7, -0.1], [-0.9, 0.3, 0.3], [0.3, -0.2, 0.7], [-0.3, -0.4, -0.5], [0.0, 0.1, -0.1], [-0.3, 0.1, 0.1], [0.1, 0.0, 0.1], [-0.3, 0.0, 0.1], [0.1, 0.0, 0.2], [-0.1, -0.2, -0.2], [0.2, -0.1, 0.1], [-0.1, 0.3, 0.0], [-0.1, -0.4, 0.2], [-0.1, 0.0, 0.0], [-0.2, 0.1, -0.2], [0.1, 0.2, 0.0], [-0.1, -0.2, 0.0], [-0.2, -0.1, -0.4], [-0.1, 0.2, -0.6], [0.2, 0.1, 0.1], [0.0, 0.0, -0.1], [0.2, -0.4, 0.1], [0.4, 0.4, 0.2], [0.0, 0.0, 0.0], [0.0, 0.0, -0.3], [0.2, 0.2, 0.1], [0.2, -0.3, 0.0], [-0.1, 0.4, 0.0], [-0.1, -0.2, 0.1], [0.1, -0.1, 0.0], [-0.1, 0.0, 0.0], [0.3, -0.2, 0.0], [0.1, 0.1, 0.0], [0.1, 0.0, 0.0], [0.0, -0.1, 0.2], [0.1, 0.1, -0.3], [0.0, 0.0, -0.2], [0.1, 0.1, 0.2], [0.0, 0.0, 0.0], [0.0, 0.2, -0.3], [0.1, 0.0, 0.0], [0.0, 0.0, 0.0], [0.1, 0.1, -0.1], [0.0, 0.0, 0.0], [0.0, 0.0, 0.1], [0.0, 0.0, 0.0], [0.0, 0.0, 0.0], [0.0, 0.0, 0.0], [0.0, 0.0, 0.0], [0.0, 0.0, 0.0], [0.0, 0.0, 0.0], [0.0, 0.0, 0.0], [0.0, 0.0, 0.0], [0.0, 0.0, 0.0], [0.0, 0.0, 0.1], [-0.1, 0.0, 0.1], [0.0, 0.0, 0.0], [0.0, 0.0, 0.0], [-0.1, 0.0, 0.1], [0.0, 0.0, 0.0], [0.0, 0.0, 0.0], [-0.1, -0.1, 0.0], [-0.1, 0.1, 0.0], [0.0, 0.0, 0.0], [0.0, -0.1, 0.0], [0.0, 0.0, 0.0], [0.0, 0.0, 0.0], [0.0, 0.1, 0.1], [0.2, -0.1, 0.0], [0.0, 0.0, 0.0], [0.1, 0.1, -0.1], [-0.1, 0.1, 0.1], [0.0, 0.0, 0.0], [0.0, -0.1, 0.0], [0.0, 0.0, 0.0], [0.0, 0.0, 0.0], [0.0, 0.0, 0.0], [0.0, 0.0, 0.0], [0.1, -0.1, 0.0], [0.0, 0.0, 0.0], [0.0, 0.0, 0.0], [0.0, 0.0, 0.0], [0.0, 0.0, 0.0], [0.0, 0.0, 0.0], [0.2, -0.1, 0.0], [0.0, 0.1, -0.1], [0.1, -0.1, -0.1], [0.0, 0.0, 0.1], [0.0, 0.0, 0.0], [0.0, 0.0, 0.0], [-0.1, 0.0, 0.0]],
  "nbo_charge": [0.80, 2.34, 1.24, -0.58, 1.22, 1.24, -0.35, -0.32, -0.34, -0.99, -0.99, -0.98, -0.27, -0.60, -0.22, -0.48, -0.04, -0.08, 0.70, 0.05, -1.10, -1.11, -0.62, -1.11, -1.10, -0.22, -1.10, -1.11, -1.12, -0.21, -0.21, 0.01, -0.22, -1.12, -0.62, -0.25, 0.10, -1.12, -0.38, -0.33, -0.23, 0.15, -0.05, -0.21, -0.25, 0.21, 0.22, 0.24, 0.21, 0.20, 0.20, 0.21, 0.13, 0.25, 0.21, 0.22, 0.20, 0.23, 0.22, 0.22, 0.20, 0.22, 0.21, 0.21, 0.21, 0.26, 0.21, 0.25, 0.25, 0.22, 0.26, 0.20, 0.20, 0.20, 0.19, 0.21, 0.20, 0.18, 0.19, 0.22, 0.22, 0.19, 0.21, 0.19, 0.22, 0.23, 0.21, 0.21, 0.21, 0.20, 0.21, 0.20, 0.20],
  "spin_multiplicity": 1,
  "orbital_gap_ev": 5.16,
  "total_charge": -2,
  "energy_ha": -5108.24068,
  "homo_ev": -1.224
}